[1]
Computed, not measured: C15H17N3O3 in the gas phase, with ωB97M-V/def2-TZVPD.

Computed properties:
Calculated total energy: -26445.8343 eV
Highest occupied orbital energy: -0.31757 hartree
ΔE to the lowest compared entry with this formula, charge and spin: 16.6 kcal per mole
F_max: 0.68 eV/A
2S+1: 1
Total charge: 0
SMILES: CN1CC(=O)N(CC(=O)Nc2ccc3c(c2)CCC3)C1=O
M: 287.32 Da
Orbital gap: 0.3454 Ha

```
38
C15H17N3O3 (ωB97M-V/def2-TZVPD)
C 1.8704 5.0676 1.1704
N 2.3116 3.7024 1.1126
C 3.6248 3.2783 1.5105
C 3.5531 1.7624 1.3731
O 4.4233 0.9568 1.5707
N 2.2874 1.4988 0.9373
C 1.7000 0.1852 0.8695
C 0.6970 0.0397 2.0194
O 0.9401 0.4805 3.1219
N -0.4278 -0.6626 1.7647
C -0.9737 -1.0668 0.5243
C -1.1698 -0.1430 -0.4969
C -1.7255 -0.5452 -1.7029
C -2.0994 -1.8637 -1.8676
C -1.9239 -2.7820 -0.8345
C -1.3618 -2.3958 0.3636
C -2.4034 -4.1407 -1.2511
C -3.2646 -3.8457 -2.4898
C -2.7113 -2.5311 -3.0633
C 1.5086 2.6585 0.8141
O 0.3539 2.6834 0.4650
H 0.8312 5.0923 0.8475
H 2.4732 5.6922 0.5074
H 1.9416 5.4543 2.1899
H 3.8522 3.5515 2.5472
H 4.4067 3.6915 0.8641
H 2.5094 -0.5341 1.0303
H 1.2397 0.0219 -0.1049
H -0.9924 -0.8517 2.5843
H -0.9049 0.8914 -0.3346
H -1.8769 0.1748 -2.4931
H -1.2227 -3.1009 1.1700
H -1.5454 -4.7668 -1.5119
H -2.9614 -4.6491 -0.4651
H -4.3008 -3.6975 -2.1824
H -3.2388 -4.6574 -3.2148
H -1.9364 -2.7266 -3.8101
H -3.4832 -1.9231 -3.5345
```

Here are the Löwdin charges for atoms 1 to 8, given in e: C -0.020; N -0.090; C -0.026; C -0.401; O 0.108; N 0.060; C -0.012; C -0.455

=====

[2]
Computed, not measured: C15H17N3O5 in the gas phase at a distorted geometry, with ωB97M-V/def2-TZVPD.

Computed properties:
Calculated total energy: -30540.1133 eV
Highest occupied orbital energy: -0.30207 hartree
ΔE to the lowest compared entry with this formula, charge and spin: 22.5 kcal per mole
F_max: 1.90 eV/A
2S+1: 1
Total charge: 0
SMILES: N[C@@H](Cc1c[nH]c2ccccc12)C(=O)N[C@@H](CC(=O)O)C(=O)O
M: 319.32 Da
Orbital gap: 0.3228 Ha

```
40
C15H17N3O5 (ωB97M-V/def2-TZVPD)
N 1.0706 3.0549 -1.6809
C 0.3870 2.3688 -0.6011
C -0.8322 1.7004 -1.2728
C -1.8157 1.1338 -0.2994
C -2.5460 1.8231 0.6307
N -3.3936 0.9933 1.3166
C -3.2764 -0.2779 0.7951
C -3.8707 -1.4652 1.1981
C -3.4823 -2.6198 0.5687
C -2.4898 -2.5609 -0.4204
C -1.8542 -1.4089 -0.8106
C -2.2523 -0.2196 -0.1861
C 1.4606 1.5354 0.0684
O 2.5621 2.0723 0.2051
N 1.1152 0.2525 0.4142
C 2.0326 -0.7741 0.9419
C 3.1171 -1.0367 -0.1706
C 2.5257 -1.9147 -1.2433
O 1.3311 -2.0592 -1.4530
O 3.4656 -2.4845 -2.0306
C 2.8808 -0.5148 2.2769
O 3.2832 -1.4890 2.8914
O 3.2094 0.7328 2.6087
H 0.4726 3.7777 -2.0770
H 1.9629 3.3756 -1.3745
H 0.0872 3.0721 0.1456
H -1.2876 2.5674 -1.8405
H -0.5312 0.9706 -2.0188
H -2.4792 2.8773 0.8776
H -4.0721 1.3388 1.9391
H -4.6697 -1.3628 1.9186
H -4.0407 -3.5317 0.7660
H -2.2053 -3.4760 -0.9398
H -1.0033 -1.4145 -1.4827
H 0.0992 0.0147 0.3223
H 1.5273 -1.7432 1.0962
H 3.9747 -1.4927 0.3251
H 3.4786 -0.0988 -0.6444
H 2.8872 -3.0342 -2.5862
H 3.1713 1.3178 1.8262
```

Here are the Löwdin charges for atoms 1 to 8, given in e: N 0.046; C -0.312; C -0.091; C -0.202; C -0.046; N 0.090; C -0.198; C -0.031

=====

[3]
Computed, not measured: C15H17N5 in the gas phase at a distorted geometry, with ωB97M-V/def2-TZVPD.

Computed properties:
Calculated total energy: -23282.0739 eV
Highest occupied orbital energy: -0.30347 hartree
ΔE to the lowest compared entry with this formula, charge and spin: 0.2 kcal per mole
F_max: 1.17 eV/A
2S+1: 1
Total charge: 0
SMILES: CCCc1cc(Nc2ccc(C)cc2)n2ncnc2n1
M: 267.34 Da
Orbital gap: 0.3270 Ha

```
37
C15H17N5 (ωB97M-V/def2-TZVPD)
C -3.2578 -2.7031 -1.2328
C -2.3983 -2.9440 0.0009
C -2.7297 -1.9563 1.1269
C -2.4193 -0.5449 0.7300
C -1.0810 -0.1348 0.6073
C -0.7967 1.1591 0.2059
N 0.4053 1.7594 0.0342
C 1.6817 1.1954 0.0160
C 2.7581 1.9767 0.4329
C 4.0393 1.4656 0.4140
C 4.2876 0.1679 -0.0217
C 5.6800 -0.3830 -0.0129
C 3.2130 -0.5938 -0.4595
C 1.9244 -0.0919 -0.4513
N -1.8768 1.9485 -0.0014
N -1.8950 3.2429 -0.3502
C -3.1862 3.5121 -0.4012
N -4.0048 2.4977 -0.1145
C -3.1882 1.4905 0.1474
N -3.4480 0.2441 0.4982
H -4.3112 -2.8077 -0.9862
H -3.0116 -3.4174 -2.0155
H -3.1023 -1.6986 -1.6187
H -1.3421 -2.8544 -0.2640
H -2.5643 -3.9590 0.3677
H -2.1505 -2.2160 2.0158
H -3.7918 -2.0162 1.3626
H -0.2844 -0.8139 0.8552
H 0.3431 2.7661 -0.0687
H 2.5809 2.9872 0.7715
H 4.8626 2.0824 0.7433
H 5.9833 -0.6182 1.0075
H 5.7434 -1.2917 -0.6058
H 6.3844 0.3460 -0.4090
H 3.3839 -1.5958 -0.8258
H 1.1150 -0.6891 -0.8398
H -3.5462 4.4880 -0.6582
```

Here are the Löwdin charges for atoms 1 to 8, given in e: C -0.105; C -0.254; C -0.154; C -0.294; C 0.044; C -0.201; N 0.132; C -0.236

=====

[4]
Computed, not measured: a molecular structure, C15H17N7O2RuS7 at a distorted geometry, with ωB97M-V/def2-TZVPD.

Computed properties:
Calculated total energy: -108790.9868 eV
Highest occupied orbital energy (alpha / beta): -0.16871 / -0.17665 hartree
Expectation value of S²: 0.7650
ΔE to the lowest compared entry with this formula, charge and spin: 0.0 kcal per mole
F_max: 1.32 eV/A
2S+1: 2
Total charge: -1
M: 652.89 Da
Orbital gap (alpha / beta): 0.2428 / 0.2378 Ha

```
49
C15H17N7O2RuS7 (ωB97M-V/def2-TZVPD)
Ru -0.2030 -1.1826 0.8846
S 0.9005 -2.3917 2.6053
C -0.4079 -3.3170 3.2529
C -0.0891 -4.2222 4.3193
N 0.1949 -4.9361 5.1760
C -1.6902 -3.2056 2.8080
S -2.1354 -2.0950 1.5467
C -2.7421 -3.9863 3.3850
N -3.6102 -4.5944 3.8348
N 0.0475 0.5604 2.1616
C 0.5186 1.6710 1.3181
C 0.8396 2.9746 2.0641
C -0.0091 4.1500 1.5654
C 0.5617 4.8153 0.3074
N 1.1006 3.8981 -0.6849
C 0.3628 3.1737 -1.5326
N -0.9396 3.4296 -1.7647
N 0.9486 2.1887 -2.1921
C 1.6491 1.0973 0.4371
O 2.4565 1.8859 -0.0950
O 1.6138 -0.1485 0.2664
H -0.7666 0.7892 2.7217
H 0.7812 0.2516 2.7975
H -0.2938 1.8591 0.6139
H 1.9015 3.2124 1.9625
H 0.6512 2.8222 3.1292
H -0.0756 4.9279 2.3302
H -1.0307 3.7974 1.3903
H 1.3993 5.4517 0.5962
H -0.1715 5.4794 -0.1558
H 1.9458 3.3899 -0.3836
H -1.3837 4.0572 -1.1153
H -1.4759 2.5648 -1.9091
H 1.8578 1.8672 -1.8871
H 0.4253 1.5990 -2.8236
N -1.9822 0.6397 -1.1108
C -1.3653 -0.0419 -0.4006
C -0.0971 -5.9029 -2.5838
S -1.4433 -4.7350 -2.8915
C -0.5407 -3.2439 -3.0765
C 0.1464 -2.5996 -2.1068
S 0.3732 -3.0408 -0.4351
S 0.9482 -1.1495 -2.6458
C 0.3383 -1.0761 -4.2373
S 0.6144 0.2304 -5.2291
S -0.5822 -2.4676 -4.6455
H -0.5560 -6.8884 -2.5126
H 0.4009 -5.6661 -1.6467
H 0.6136 -5.8925 -3.4078
```

Here are the Löwdin charges for atoms 1 to 8, given in e: Ru 0.479; S 0.585; C -0.743; C -0.291; N 0.145; C -0.715; S 0.618; C -0.293

=====

[5]
Computed, not measured: C15H17NO4 in the gas phase at a distorted geometry, with ωB97M-V/def2-TZVPD.

Computed properties:
Calculated total energy: -25511.7570 eV
Highest occupied orbital energy: -0.30521 hartree
ΔE to the lowest compared entry with this formula, charge and spin: 24.8 kcal per mole
F_max: 1.02 eV/A
2S+1: 1
Total charge: 0
SMILES: CCCC(=O)Nc1c(C(=O)OCC)oc2ccccc12
M: 275.30 Da
Orbital gap: 0.3105 Ha

```
37
C15H17NO4 (ωB97M-V/def2-TZVPD)
C 3.3285 1.3291 2.7382
C 2.3667 1.3374 1.5566
C 2.8358 0.3854 0.4503
C 1.8645 0.3869 -0.7155
O 2.0959 0.9133 -1.7767
N 0.7025 -0.2654 -0.3990
C -0.4718 -0.4082 -1.1089
C -1.6611 -0.8070 -0.5185
C -2.0077 -1.1096 0.8631
O -3.1069 -1.4029 1.2571
O -0.9226 -1.0265 1.6836
C -1.1618 -1.2536 3.0752
C -1.6223 0.0171 3.7737
O -2.6644 -0.9003 -1.4406
C -2.1307 -0.5659 -2.6275
C -2.7899 -0.5348 -3.8492
C -2.0498 -0.1776 -4.9554
C -0.6926 0.1407 -4.8502
C -0.0346 0.1131 -3.6424
C -0.7603 -0.2439 -2.5025
H 4.3229 1.6360 2.4234
H 3.3981 0.3322 3.1686
H 2.9873 2.0137 3.5109
H 1.3706 1.0469 1.8995
H 2.2964 2.3476 1.1488
H 3.8086 0.7098 0.0794
H 2.9318 -0.6271 0.8485
H 0.6094 -0.5857 0.5583
H -0.2063 -1.6017 3.4743
H -1.9175 -2.0380 3.1786
H -0.8916 0.8121 3.6409
H -2.5748 0.3404 3.3615
H -1.7460 -0.1767 4.8350
H -3.8367 -0.7835 -3.9119
H -2.5266 -0.1420 -5.9232
H -0.1501 0.4156 -5.7420
H 1.0072 0.3734 -3.5622
```

Here are the Löwdin charges for atoms 1 to 8, given in e: C -0.108; C -0.249; C -0.118; C -0.451; O 0.087; N 0.162; C -0.066; C -0.087

=====

[6]
Computed, not measured: C15H17NOS in the gas phase at a distorted geometry, with ωB97M-V/def2-TZVPD.

Computed properties:
Calculated total energy: -30204.1835 eV
Highest occupied orbital energy: -0.31012 hartree
ΔE to the lowest compared entry with this formula, charge and spin: 5.2 kcal per mole
F_max: 3.55 eV/A
2S+1: 1
Total charge: 0
SMILES: CCCCNC(=O)Sc1ccc2ccccc2c1
M: 259.37 Da
Orbital gap: 0.3080 Ha

```
35
C15H17NOS (ωB97M-V/def2-TZVPD)
C 0.3398 -1.2856 4.5204
C 1.0868 -1.9639 3.3752
C 1.4370 -0.9277 2.2834
C 2.3073 -1.5941 1.1798
N 2.2675 -0.7474 -0.0040
C 2.8395 -1.0975 -1.2041
O 3.5403 -2.0667 -1.3118
S 2.4920 -0.1070 -2.6227
C 0.9582 0.6694 -2.1861
C 0.9535 1.9665 -1.6582
C -0.3140 2.6384 -1.4597
C -1.5027 1.9609 -1.7555
C -2.7326 2.5755 -1.5408
C -3.8999 1.9176 -1.8914
C -3.8856 0.6216 -2.4374
C -2.6547 -0.0330 -2.5667
C -1.4874 0.6299 -2.2007
C -0.2514 0.0305 -2.4296
H -0.5726 -0.7837 4.1724
H 0.0661 -2.0406 5.2227
H 0.9701 -0.5330 4.9587
H 0.4572 -2.7501 2.9827
H 1.9736 -2.4416 3.7724
H 1.9837 -0.1167 2.7566
H 0.5343 -0.5540 1.8490
H 3.3314 -1.7263 1.5039
H 1.8894 -2.5913 0.9473
H 1.5453 -0.0368 0.0023
H 1.8589 2.4873 -1.4350
H -0.3589 3.6396 -1.0636
H -2.7780 3.6221 -1.2161
H -4.8513 2.3846 -1.8555
H -4.7805 0.2054 -2.8472
H -2.5821 -1.0132 -2.9820
H -0.1805 -0.9390 -2.8588
```

Here are the Löwdin charges for atoms 1 to 8, given in e: C -0.117; C -0.267; C -0.186; C -0.178; N 0.011; C -0.809; O 0.009; S 1.049

=====

Number 2 is which compound?
C15H17N3O5

=====

Copy entry 3 word for word.
Computed, not measured: C15H17N5 in the gas phase at a distorted geometry, with ωB97M-V/def2-TZVPD.

Computed properties:
Calculated total energy: -23282.0739 eV
Highest occupied orbital energy: -0.30347 hartree
ΔE to the lowest compared entry with this formula, charge and spin: 0.2 kcal per mole
F_max: 1.17 eV/A
2S+1: 1
Total charge: 0
SMILES: CCCc1cc(Nc2ccc(C)cc2)n2ncnc2n1
M: 267.34 Da
Orbital gap: 0.3270 Ha

```
37
C15H17N5 (ωB97M-V/def2-TZVPD)
C -3.2578 -2.7031 -1.2328
C -2.3983 -2.9440 0.0009
C -2.7297 -1.9563 1.1269
C -2.4193 -0.5449 0.7300
C -1.0810 -0.1348 0.6073
C -0.7967 1.1591 0.2059
N 0.4053 1.7594 0.0342
C 1.6817 1.1954 0.0160
C 2.7581 1.9767 0.4329
C 4.0393 1.4656 0.4140
C 4.2876 0.1679 -0.0217
C 5.6800 -0.3830 -0.0129
C 3.2130 -0.5938 -0.4595
C 1.9244 -0.0919 -0.4513
N -1.8768 1.9485 -0.0014
N -1.8950 3.2429 -0.3502
C -3.1862 3.5121 -0.4012
N -4.0048 2.4977 -0.1145
C -3.1882 1.4905 0.1474
N -3.4480 0.2441 0.4982
H -4.3112 -2.8077 -0.9862
H -3.0116 -3.4174 -2.0155
H -3.1023 -1.6986 -1.6187
H -1.3421 -2.8544 -0.2640
H -2.5643 -3.9590 0.3677
H -2.1505 -2.2160 2.0158
H -3.7918 -2.0162 1.3626
H -0.2844 -0.8139 0.8552
H 0.3431 2.7661 -0.0687
H 2.5809 2.9872 0.7715
H 4.8626 2.0824 0.7433
H 5.9833 -0.6182 1.0075
H 5.7434 -1.2917 -0.6058
H 6.3844 0.3460 -0.4090
H 3.3839 -1.5958 -0.8258
H 1.1150 -0.6891 -0.8398
H -3.5462 4.4880 -0.6582
```

Here are the Löwdin charges for atoms 1 to 8, given in e: C -0.105; C -0.254; C -0.154; C -0.294; C 0.044; C -0.201; N 0.132; C -0.236

=====

What is the ΔE to the lowest compared entry with this formula, charge and spin in the third record?
0.2 kcal per mole

=====

The highest ΔE to the lowest compared entry with this formula, charge and spin belongs to which entry?
C15H17NO4